[1]
A 2-piece molecular cluster, C9H17N2S overall at a distorted geometry. Source: the Open Molecules 2025 dataset; level of theory: ωB97M-V with the def2-TZVPD basis set.

```
29
Properties=species:S:1:pos:R:3:forces:R:3
C 1.894 2.075 1.515 1.7 0.3 0.3
C 0.763 1.486 1.076 -1.1 0.6 -0.1
C 0.906 0.906 -0.242 -1.4 -0.7 0.6
C 2.116 1.143 -0.832 0.0 -0.5 1.9
C -0.603 1.550 1.806 0.5 -1.2 -3.5
C 2.723 0.598 -2.065 -2.1 0.5 -1.7
C -1.273 1.234 -1.463 4.4 1.4 0.8
C -1.038 -1.059 -0.518 2.8 1.6 -0.1
C -0.311 0.187 -0.951 2.5 -0.5 -0.8
N -0.566 -1.864 0.350 -2.4 -0.4 0.5
N -2.173 -3.703 1.360 0.7 -0.9 -0.1
S 3.182 1.968 0.313 -1.5 -0.2 0.0
H 2.182 2.540 2.496 -0.7 -0.4 -1.2
H -0.998 0.467 1.616 -0.3 2.3 0.7
H -0.334 1.689 2.794 -0.2 0.3 2.2
H -1.223 2.438 1.389 0.7 -1.9 0.8
H 1.958 -0.066 -2.694 2.1 1.0 1.5
H 2.885 1.494 -2.691 0.4 -0.6 -0.2
H 3.656 0.170 -1.753 0.4 -0.7 -0.7
H -1.691 1.893 -0.762 -0.7 0.3 1.6
H -0.575 1.907 -1.960 -0.6 0.1 -0.9
H -1.971 0.808 -2.019 -3.2 -1.4 -3.0
H -1.861 -1.283 -1.151 -0.9 -0.6 -0.1
H 0.367 -0.325 -1.805 -2.1 1.0 0.9
H -2.185 -3.725 2.381 -0.9 0.2 -0.3
H 0.096 -1.431 0.950 1.3 0.1 0.6
H -1.578 -4.508 1.165 0.2 0.0 -0.2
H -3.044 -3.965 0.897 -0.2 0.4 0.7
H -1.303 -2.623 0.800 0.7 0.0 -0.4
```
Positions in Å, forces in eV/Å.

Net charge: +1
Gap between HOMO and LUMO in eV: 7.913
E_HOMO in eV: -11.604
2S+1: 1
Energy above the lowest of the compared OMol25 structures with the same formula, charge and spin in kcal/mol: 17.9

For each atom in turn, the natural (NBO) charge in e is:
1. C -0.38
2. C -0.07
3. C -0.12
4. C -0.13
5. C -0.61
6. C -0.65
7. C -0.60
8. C 0.31
9. C -0.31
10. N -0.65
11. N -1.04
12. S 0.42
13. H 0.26
14. H 0.18
15. H 0.23
16. H 0.24
17. H 0.21
18. H 0.25
19. H 0.25
20. H 0.23
21. H 0.24
22. H 0.20
23. H 0.21
24. H 0.28
25. H 0.41
26. H 0.41
27. H 0.39
28. H 0.41
29. H 0.44



[2]
An isolated ion of composition C3H11N2 and charge +1 at a distorted geometry. Source: the Open Molecules 2025 dataset; level of theory: ωB97M-V with the def2-TZVPD basis set.

```
16
Properties=species:S:1:pos:R:3:forces:R:3
N -2.068 1.533 0.378 -2.3 -0.5 1.8
C -0.846 0.963 -0.071 0.0 -1.8 -0.8
C -0.569 -0.496 0.275 -0.1 -2.9 2.2
C 0.706 -0.999 -0.368 0.1 -2.8 -2.2
N 2.068 -0.376 -0.130 -1.1 3.5 -1.8
H -2.923 1.186 -0.091 1.0 0.3 -0.4
H -2.327 1.261 1.367 1.0 0.7 -1.2
H -0.010 1.392 0.473 0.2 1.5 -0.8
H -0.871 0.924 -1.237 0.6 0.9 2.0
H -0.314 -0.893 1.357 -1.5 1.8 -1.1
H -1.463 -1.140 -0.086 1.8 0.6 0.5
H 0.480 -0.936 -1.432 0.9 0.1 -0.3
H 0.953 -2.100 -0.186 -0.8 1.4 0.0
H 2.375 -0.457 0.796 1.2 -1.3 1.7
H 2.754 -0.534 -0.890 -0.2 -0.9 0.9
H 2.055 0.670 -0.156 -0.7 -0.5 -0.3
```
Positions in Å, forces in eV/Å.

Net charge: +1
SMILES string: NCCC[NH3+]
Gap between HOMO and LUMO in eV: 9.067
E_HOMO in eV: -13.011
2S+1: 1
Energy above the lowest of the compared OMol25 structures with the same formula, charge and spin in kcal/mol: 50.8

For each atom in turn, the natural (NBO) charge in e is:
1. N -0.82
2. C -0.22
3. C -0.44
4. C -0.24
5. N -0.68
6. H 0.37
7. H 0.37
8. H 0.17
9. H 0.21
10. H 0.21
11. H 0.26
12. H 0.23
13. H 0.24
14. H 0.44
15. H 0.46
16. H 0.44



[3]
A 2-piece molecular cluster, C3H9N3O2 overall at a distorted geometry. Source: the Open Molecules 2025 dataset; level of theory: ωB97M-V with the def2-TZVPD basis set.

```
17
Properties=species:S:1:pos:R:3:forces:R:3
C 1.392 1.460 -0.291 -1.1 -0.5 1.3
C 0.564 0.885 0.635 1.5 4.1 -0.3
O -0.757 1.250 0.816 -0.3 -0.8 -0.6
N -1.397 1.646 -0.407 0.3 0.0 0.2
H 0.990 2.034 -1.108 0.0 0.0 -0.1
H 2.455 1.322 -0.220 0.2 -0.2 0.0
H 0.930 0.589 1.611 0.1 -0.7 -0.3
H -1.661 2.621 -0.262 0.0 -0.2 0.1
H -2.248 1.088 -0.429 0.1 0.1 0.2
C 0.015 -0.932 -1.514 -1.1 -0.9 1.4
N 0.284 -1.087 -0.264 -0.9 -1.2 -1.0
O -0.687 -1.963 0.391 0.5 0.1 -1.1
N -0.185 -2.515 1.573 0.2 0.1 -0.1
H -0.772 -1.504 -1.995 -0.1 -0.3 0.2
H 0.383 -0.132 -2.124 0.9 0.2 0.3
H 0.010 -1.755 2.224 0.1 0.0 -0.2
H 0.684 -3.007 1.362 -0.2 0.2 0.0
```
Positions in Å, forces in eV/Å.

SMILES string: C=CON.C=NON
Gap between HOMO and LUMO in eV: 8.700
E_HOMO in eV: -7.832
2S+1: 1
Energy above the lowest of the compared OMol25 structures with the same formula, charge and spin in kcal/mol: 208.9

For each atom in turn, the natural (NBO) charge in e is:
1. C -0.60
2. C 0.19
3. O -0.41
4. N -0.54
5. H 0.21
6. H 0.21
7. H 0.19
8. H 0.35
9. H 0.35
10. C -0.11
11. N -0.15
12. O -0.28
13. N -0.49
14. H 0.18
15. H 0.22
16. H 0.34
17. H 0.34